Record 1
Molecular formula: C5H9I3N3
Method: DFT, the ωB97M-V functional and the def2-TZVPD basis

XYZ file:
```
20
Properties=species:S:1:pos:R:3:forces:R:3
C 1.019 1.838 -3.099 0.7 0.6 -1.0
C -1.067 1.767 0.158 1.5 -0.4 0.9
C -0.355 0.840 3.400 0.3 -0.5 1.9
C 0.213 1.799 2.292 2.1 -0.4 1.2
C 0.503 -0.364 3.951 1.0 0.7 -2.4
N 0.572 1.749 -2.036 0.3 -0.2 -0.5
N 1.621 2.025 -4.275 -0.3 -0.8 -0.7
N -0.920 2.081 1.439 0.2 -0.6 -4.0
I 2.215 3.814 -5.090 -0.2 -0.1 0.5
I -2.392 2.734 -1.057 -0.4 -0.2 0.4
I 0.327 -1.950 2.501 0.1 -0.2 -0.1
H -0.367 1.080 -0.456 -0.8 1.3 1.6
H -0.627 1.288 4.397 0.2 0.7 -1.3
H -1.304 0.468 2.986 0.4 -0.3 0.4
H 0.663 2.801 2.749 -1.1 -2.1 -1.2
H 1.033 1.304 1.627 -1.5 0.8 1.3
H 0.082 -0.778 4.844 0.0 0.1 0.5
H 1.626 -0.190 3.989 -1.6 0.0 0.3
H 1.479 1.349 -5.049 -0.1 0.5 1.3
H -1.718 2.545 1.780 -0.8 1.2 1.1
```
Forces are in eV/Å.

Its HOMO-LUMO gap is 7.66 eV. As for the net charge: +1.

Record 2
Molecular formula: C36H21F15GeN5O5SSr
Method: DFT, the ωB97M-V functional and the def2-TZVPD basis

XYZ file:
```
85
Properties=species:S:1:pos:R:3:forces:R:3
Sr -0.300 -0.729 0.170 -0.1 0.0 0.1
C -1.749 -1.920 -2.871 0.0 0.0 0.0
C -0.251 -1.993 -3.156 0.0 0.0 0.0
N 0.513 -2.316 -1.955 0.0 0.0 0.0
C 1.954 -2.137 -2.088 0.0 0.0 0.0
C 2.322 -0.672 -2.187 0.0 0.0 0.0
C 3.553 -0.249 -2.663 0.0 0.0 0.0
C 3.811 1.112 -2.703 0.0 0.0 0.0
C 2.831 2.007 -2.305 0.0 0.0 0.0
C 1.623 1.498 -1.847 0.0 0.0 0.0
C 0.487 2.391 -1.382 0.0 0.0 0.0
N -0.748 1.641 -1.279 0.0 0.0 -0.1
C -1.408 1.368 -2.545 0.0 0.0 0.0
C -2.559 0.386 -2.356 0.0 0.0 0.0
N -2.131 -0.922 -1.872 0.0 0.0 0.0
N 1.397 0.192 -1.783 0.0 0.0 0.0
H -2.074 -2.892 -2.493 0.0 0.0 0.0
H -2.272 -1.747 -3.822 0.0 0.0 0.0
H 0.104 -1.032 -3.527 0.0 0.0 0.0
H -0.085 -2.725 -3.961 0.0 0.0 0.0
H 0.296 -3.251 -1.630 0.0 0.0 0.0
H 2.375 -2.667 -2.956 0.0 0.0 0.0
H 2.430 -2.525 -1.184 0.0 0.0 0.0
H 4.295 -0.970 -2.980 0.0 0.0 0.0
H 4.769 1.474 -3.053 0.0 0.0 0.0
H 2.996 3.076 -2.344 0.0 0.0 0.0
H 0.416 3.256 -2.059 0.0 0.0 0.0
H 0.736 2.780 -0.391 0.0 0.0 0.0
H -1.391 2.048 -0.610 0.0 0.0 0.0
H -0.668 0.949 -3.231 0.0 0.0 0.0
H -1.797 2.283 -3.018 0.0 0.0 0.0
H -3.113 0.307 -3.304 0.0 0.0 0.0
H -3.245 0.801 -1.614 0.0 0.0 0.0
H -2.844 -1.328 -1.277 0.0 0.0 0.0
O 2.090 3.689 4.592 0.0 0.0 0.0
C 1.630 2.788 3.679 0.0 0.0 0.0
C 2.462 1.842 3.096 0.0 0.0 0.0
C 1.911 0.958 2.185 0.0 0.0 0.0
N 0.624 1.008 1.853 0.0 -0.1 -0.1
C -0.177 1.912 2.415 0.0 0.0 0.0
C 0.283 2.833 3.338 0.0 0.0 0.0
C -1.652 1.875 1.976 0.1 0.0 0.0
O -2.376 2.798 2.355 0.0 0.0 0.0
O -1.968 0.892 1.238 0.1 0.0 0.0
C 2.761 -0.140 1.516 0.0 0.0 0.0
O 3.979 -0.076 1.686 0.0 0.0 0.0
O 2.098 -0.993 0.853 0.0 0.0 0.0
H 3.025 3.519 4.745 0.0 0.0 0.0
H 3.518 1.763 3.327 0.0 0.0 0.0
H -0.396 3.553 3.771 0.0 0.0 0.0
F -3.250 -1.058 4.572 0.0 0.0 0.0
C -3.836 -0.639 3.435 0.0 0.0 0.0
C -3.873 -1.456 2.318 0.0 0.0 0.0
C -4.521 -0.926 1.217 0.0 0.0 0.0
F -4.638 -1.657 0.089 0.0 0.0 0.0
C -5.075 0.336 1.200 0.0 0.0 0.0
F -5.658 0.809 0.090 0.0 0.0 0.0
C -5.007 1.125 2.333 0.0 0.0 0.0
F -5.544 2.339 2.334 0.0 0.0 0.0
C -4.389 0.629 3.464 0.0 0.0 0.0
F -4.331 1.367 4.572 0.0 0.0 0.0
Ge -2.960 -3.201 2.147 0.0 0.0 0.0
S -1.811 -3.428 0.368 0.0 0.0 0.0
C -4.328 -4.635 2.263 0.0 0.0 0.0
C -3.893 -5.951 2.235 0.0 0.0 0.0
F -2.582 -6.219 2.238 0.0 0.0 0.0
C -4.756 -7.029 2.225 0.0 0.0 0.0
F -4.297 -8.285 2.206 0.0 0.0 0.0
C -6.121 -6.800 2.240 0.0 0.0 0.0
F -6.971 -7.829 2.229 0.0 0.0 0.0
C -6.597 -5.504 2.268 0.0 0.0 0.0
F -7.916 -5.281 2.283 0.0 0.0 0.0
C -5.698 -4.449 2.280 0.0 0.0 0.0
F -6.226 -3.216 2.308 0.0 0.0 0.0
C -1.800 -3.362 3.752 0.0 0.0 0.0
C -0.710 -2.515 3.829 0.0 0.0 0.0
F -0.558 -1.544 2.911 0.0 0.0 0.0
C 0.231 -2.573 4.838 0.0 0.0 0.0
F 1.259 -1.726 4.875 0.0 0.0 0.0
C 0.084 -3.522 5.833 0.0 0.0 0.0
F 0.976 -3.603 6.821 0.0 0.0 0.0
C -1.003 -4.377 5.807 0.0 0.0 0.0
F -1.160 -5.284 6.778 0.0 0.0 0.0
C -1.924 -4.277 4.778 0.0 0.0 0.0
F -2.975 -5.113 4.837 0.0 0.0 0.0
```
Forces are in eV/Å.

Its HOMO-LUMO gap is 8.10 eV. As for the net charge: -1.

Record 3
Molecular formula: C2H8N2O2S
Method: DFT, the ωB97M-V functional and the def2-TZVPD basis

XYZ file:
```
15
Properties=species:S:1:pos:R:3:forces:R:3
C 1.469 -1.433 -1.193 -0.6 3.9 0.5
C -2.038 0.621 0.401 0.1 3.0 -0.5
N 1.029 -0.766 0.955 0.7 -2.1 2.0
N 1.199 -0.515 -0.286 0.3 -2.2 -5.8
O -0.258 1.429 -1.146 1.3 -0.1 -0.5
O -0.004 1.838 1.374 2.2 -0.2 1.5
S -0.817 2.031 0.202 -3.4 -0.3 -1.1
H 1.721 -2.401 -0.913 0.4 -1.9 0.3
H 0.315 0.583 -0.943 -0.3 0.9 0.1
H 1.478 -1.068 -2.242 0.1 -0.6 0.9
H -2.212 0.496 1.430 -0.4 -0.3 1.2
H -2.890 0.869 -0.200 -0.7 0.1 0.0
H -1.522 -0.121 -0.085 1.0 -2.2 -0.6
H 1.116 0.148 1.369 -0.1 -0.2 1.9
H 1.413 -1.711 1.276 -0.6 2.2 0.1
```
Forces are in eV/Å.

Its HOMO-LUMO gap is 9.70 eV. As for the net charge: 0.

Record 4
Molecular formula: C53H55F10N7Sr
Method: DFT, the ωB97M-V functional and the def2-TZVPD basis

XYZ file:
```
126
Properties=species:S:1:pos:R:3:forces:R:3
Sr -0.324 -0.324 -0.616 -0.1 -0.3 -0.2
C -5.270 2.083 3.542 0.0 0.0 0.0
C -5.462 1.458 2.156 0.0 0.0 0.0
C -4.250 1.590 1.288 0.0 0.0 0.0
C -4.007 2.514 0.312 0.0 0.0 0.0
C -4.889 3.637 -0.138 0.0 0.0 0.0
C -4.579 4.956 0.577 0.0 0.0 0.0
C -2.652 2.263 -0.156 0.0 0.0 -0.1
N -2.137 1.185 0.476 0.1 0.0 0.0
C -3.052 0.770 1.380 0.0 0.0 0.0
C -2.860 -0.271 2.300 0.0 0.0 0.0
C -1.697 -0.999 2.539 0.0 0.0 0.0
C -1.547 -2.045 3.551 0.0 0.0 0.0
C -2.621 -2.512 4.482 0.0 0.0 0.0
C -2.810 -1.575 5.680 0.0 0.0 0.0
C -0.250 -2.449 3.493 0.0 0.0 0.0
C 0.386 -1.630 2.462 0.0 0.0 0.0
C 1.757 -1.641 2.181 0.0 0.0 0.1
C 2.462 -0.786 1.335 0.0 0.1 0.0
N 1.904 0.142 0.529 0.0 0.0 0.1
C 2.910 0.830 -0.053 0.0 0.1 0.1
C 2.738 1.936 -0.885 0.0 0.0 0.0
C 1.536 2.562 -1.241 0.0 0.0 0.0
N 0.307 2.171 -0.849 0.0 0.0 0.0
C -0.581 3.072 -1.333 0.0 0.0 0.0
C -1.946 3.087 -1.046 0.0 0.0 0.0
C 0.118 4.083 -2.121 0.0 0.0 0.0
C 1.438 3.769 -2.061 0.0 0.0 0.0
C 2.584 4.458 -2.735 0.0 0.0 0.0
C 3.041 3.718 -3.996 0.0 0.0 0.0
C -0.518 5.256 -2.801 0.0 0.0 0.0
C -0.743 6.435 -1.850 0.0 0.0 0.0
C 4.200 0.286 0.376 0.0 0.1 -0.1
C 3.922 -0.724 1.236 0.0 0.0 0.1
C 4.881 -1.571 2.012 0.0 0.0 0.0
C 5.119 -1.029 3.424 0.0 0.0 0.0
C 5.538 0.723 -0.134 0.0 0.0 0.0
C 5.818 0.140 -1.524 0.0 0.0 0.0
N -0.520 -0.810 1.895 0.0 0.0 0.1
C 0.443 -3.486 4.318 0.0 0.0 0.0
C 1.223 -2.888 5.493 0.0 0.0 0.0
H -6.157 1.953 4.169 0.0 0.0 0.0
H -5.063 3.151 3.455 0.0 0.0 0.0
H -4.419 1.628 4.050 0.0 0.0 0.0
H -6.320 1.927 1.665 0.0 0.0 0.0
H -5.720 0.401 2.275 0.0 0.0 0.0
H -5.937 3.372 0.029 0.0 0.0 0.0
H -4.779 3.779 -1.217 0.0 0.0 0.0
H -4.732 4.854 1.653 0.0 0.0 0.0
H -5.215 5.768 0.214 0.0 0.0 0.0
H -3.537 5.237 0.420 0.0 0.0 0.0
H -3.716 -0.523 2.920 0.0 0.0 0.0
H -2.380 -3.516 4.844 0.0 0.0 0.0
H -3.569 -2.601 3.941 0.0 0.0 0.0
H -1.887 -1.508 6.259 0.0 0.0 0.0
H -3.607 -1.923 6.341 0.0 0.0 0.0
H -3.056 -0.567 5.343 0.0 0.0 0.0
H 2.350 -2.370 2.724 0.0 0.0 0.0
H 3.645 2.381 -1.282 0.0 0.0 0.0
H -2.517 3.891 -1.501 0.0 0.0 0.0
H 3.424 4.546 -2.039 0.0 0.0 0.0
H 2.296 5.481 -2.996 0.0 0.0 0.0
H 3.345 2.699 -3.757 0.0 0.0 0.0
H 3.884 4.224 -4.475 0.0 0.0 0.0
H 2.224 3.651 -4.717 0.0 0.0 0.0
H -1.475 4.954 -3.237 0.0 0.0 0.0
H 0.107 5.578 -3.638 0.0 0.0 0.0
H -1.370 6.133 -1.010 0.0 0.0 0.0
H -1.225 7.276 -2.356 0.0 0.0 0.0
H 0.209 6.779 -1.439 0.0 0.0 0.0
H 5.832 -1.636 1.477 0.0 0.0 0.0
H 4.502 -2.595 2.076 0.0 0.0 0.0
H 5.546 -0.024 3.381 0.0 0.0 0.0
H 5.799 -1.671 3.989 0.0 0.0 0.0
H 4.177 -0.960 3.970 0.0 0.0 0.0
H 6.320 0.405 0.561 0.0 0.0 0.0
H 5.588 1.815 -0.175 0.0 0.0 0.0
H 5.799 -0.949 -1.484 0.0 0.0 0.0
H 6.791 0.461 -1.904 0.0 0.0 0.0
H 5.049 0.447 -2.234 0.0 0.0 0.0
H 1.122 -4.061 3.682 0.0 0.0 0.0
H -0.291 -4.202 4.698 0.0 0.0 0.0
H 1.963 -2.170 5.138 0.0 0.0 0.0
H 1.744 -3.664 6.060 0.0 0.0 0.0
H 0.551 -2.358 6.171 0.0 0.0 0.0
C -3.644 -2.178 -0.247 0.0 0.0 0.0
N -2.617 -1.953 -1.249 0.0 0.1 0.0
C -2.019 -3.218 -1.671 0.0 0.0 0.0
C -1.067 -3.795 -0.628 0.0 0.0 0.0
N 0.206 -3.095 -0.679 -0.1 0.0 -0.1
C 1.247 -3.743 -0.176 0.1 0.1 0.1
C 2.571 -3.345 -0.546 0.0 0.0 0.0
F 2.706 -2.344 -1.430 0.0 0.0 0.0
C 3.716 -3.923 -0.064 0.0 0.0 0.0
F 4.921 -3.498 -0.495 0.0 0.0 0.0
C 3.664 -4.962 0.859 0.0 0.0 0.0
F 4.798 -5.563 1.303 0.0 0.0 0.0
C 2.418 -5.392 1.257 0.0 0.0 0.0
F 2.327 -6.383 2.174 0.0 0.0 0.0
C 1.262 -4.815 0.764 0.0 0.0 0.0
F 0.104 -5.225 1.355 0.0 0.0 0.0
C -3.212 -1.161 -2.332 0.0 0.0 0.1
C -2.367 -0.996 -3.585 0.0 0.0 0.0
N -1.033 -0.566 -3.239 0.1 0.1 0.0
C -0.152 -0.389 -4.218 -0.1 0.0 -0.1
C -0.336 -0.375 -5.632 0.1 0.0 0.0
F -1.572 -0.532 -6.182 -0.1 0.0 0.0
C 0.687 -0.152 -6.536 0.0 0.0 0.0
F 0.407 -0.136 -7.858 0.0 0.0 0.0
C 1.984 0.065 -6.125 0.0 0.0 -0.1
F 2.982 0.275 -7.018 0.0 0.0 0.0
C 2.232 0.038 -4.758 0.1 0.0 0.0
F 3.495 0.204 -4.323 0.0 0.0 0.0
C 1.215 -0.184 -3.869 0.0 0.0 0.0
F 1.524 -0.241 -2.559 0.1 0.1 0.0
H -4.447 -2.829 -0.642 0.0 0.0 0.0
H -4.082 -1.225 0.047 0.0 0.0 0.0
H -3.227 -2.640 0.646 0.0 0.0 0.0
H -1.435 -3.047 -2.574 0.0 0.0 0.0
H -2.813 -3.955 -1.900 0.0 0.0 0.0
H -0.937 -4.861 -0.871 0.0 0.0 0.0
H -1.543 -3.770 0.361 0.0 0.0 0.0
H -3.405 -0.167 -1.912 -0.1 0.0 0.0
H -4.190 -1.587 -2.625 0.0 0.0 0.0
H -2.914 -0.277 -4.211 0.0 0.0 0.0
H -2.361 -1.938 -4.155 0.0 0.0 0.0
```
Forces are in eV/Å.

Its HOMO-LUMO gap is 5.59 eV. As for the net charge: -2.

Record 5
Molecular formula: C30H90O15
Method: DFT, the ωB97M-V functional and the def2-TZVPD basis

XYZ file:
```
135
Properties=species:S:1:pos:R:3:forces:R:3
C 2.954 1.797 -5.019 0.5 2.3 0.5
C 1.551 1.729 -5.496 0.2 1.3 0.3
O 1.322 0.403 -5.715 -1.3 -2.6 -0.8
H 3.120 1.247 -4.093 0.2 -0.7 -0.6
H 3.179 2.817 -4.709 0.1 0.4 0.0
H 3.570 1.662 -5.908 0.6 -0.8 0.6
H 1.455 2.331 -6.400 -0.2 0.1 -0.1
H 0.827 2.110 -4.776 0.0 0.0 0.1
H 1.346 0.192 -6.652 0.0 0.0 0.1
C 3.928 2.092 2.053 0.3 -0.5 -0.2
C 5.026 1.146 2.629 -0.7 2.4 -0.6
O 5.513 0.310 1.629 0.3 -1.2 -0.9
H 3.326 1.448 1.412 -0.4 0.1 0.1
H 4.300 2.885 1.403 0.3 0.0 0.1
H 3.306 2.570 2.810 0.0 -0.2 0.1
H 4.516 0.587 3.413 0.8 -0.2 0.2
H 5.918 1.733 2.848 -0.4 0.2 1.5
H 6.224 0.761 1.167 -0.1 -0.2 -0.2
C -2.124 -2.623 7.791 0.6 0.7 0.4
C -2.732 -1.290 7.302 -0.3 -1.3 -1.3
O -2.801 -1.353 5.888 -0.1 -0.7 -1.6
H -1.956 -2.511 8.863 0.0 -0.2 0.1
H -1.177 -2.923 7.342 0.2 0.6 -0.1
H -2.750 -3.501 7.635 -0.6 0.4 -0.1
H -2.200 -0.340 7.352 0.2 -0.2 1.9
H -3.770 -1.331 7.632 0.1 0.8 0.7
H -3.210 -0.551 5.555 -0.1 0.0 -0.1
C -4.668 -0.709 1.212 1.4 -0.3 -0.3
C -5.075 -1.591 -0.005 1.1 -0.2 3.2
O -5.295 -0.680 -1.014 -1.4 0.2 -1.6
H -3.900 -0.014 0.872 -0.3 0.5 -0.6
H -4.052 -1.169 1.985 -0.7 -0.8 0.3
H -5.477 -0.120 1.643 -0.1 -0.3 -0.1
H -5.919 -2.212 0.296 -0.5 0.2 -0.4
H -4.321 -2.325 -0.292 0.4 0.2 0.1
H -6.172 -0.894 -1.341 0.0 0.4 -0.6
C 0.510 0.514 -0.127 0.6 -0.8 2.1
C -0.054 -0.682 0.743 -0.4 2.0 -1.3
O -0.915 -1.344 -0.141 -0.6 -1.6 -0.9
H 1.281 1.035 0.441 0.3 0.1 -0.1
H -0.271 1.260 -0.270 -0.2 -0.2 -0.5
H 0.952 0.091 -1.029 -0.2 0.3 -0.1
H -0.770 -0.282 1.460 0.9 0.1 1.0
H 0.696 -1.370 1.133 -0.1 0.2 0.0
H -1.359 -0.632 -0.606 -0.5 -0.1 -0.4
C -3.571 4.087 -1.392 1.3 0.4 1.0
C -2.689 4.297 -0.087 0.1 -1.4 -2.8
O -3.424 3.878 0.994 -1.0 0.4 2.1
H -3.666 3.029 -1.634 -0.2 0.0 0.2
H -3.088 4.558 -2.248 -0.2 0.2 -0.1
H -4.537 4.541 -1.169 -0.1 0.0 -0.4
H -2.230 5.285 -0.045 -0.2 0.1 0.3
H -1.899 3.546 -0.072 0.5 0.3 -0.6
H -4.048 4.570 1.225 -0.2 0.0 0.1
C 6.008 0.653 -3.747 -0.8 0.4 0.7
C 7.394 1.114 -3.398 0.4 0.8 -1.7
O 7.454 1.722 -2.154 -0.2 -0.1 2.1
H 5.962 0.143 -4.709 0.0 0.1 0.1
H 5.370 1.537 -3.737 0.0 0.1 -0.5
H 5.517 0.061 -2.975 0.4 -0.6 0.1
H 7.622 1.939 -4.073 0.2 -0.3 -0.8
H 8.144 0.342 -3.568 0.1 -0.2 0.4
H 7.930 2.556 -2.172 0.0 -0.2 -0.2
C 1.473 6.285 -0.576 0.4 0.3 0.9
C 1.313 5.143 0.465 -0.5 1.9 -1.1
O 0.131 5.399 1.212 0.3 0.4 -0.8
H 0.640 6.283 -1.279 0.2 0.0 -0.1
H 2.450 6.260 -1.059 -0.1 -0.6 -0.5
H 1.548 7.269 -0.113 -0.6 0.0 0.4
H 2.184 5.166 1.119 0.2 -0.6 0.0
H 1.209 4.283 -0.196 0.2 -0.8 0.6
H -0.006 4.691 1.845 0.1 -0.4 0.3
C -0.224 -4.576 0.943 -0.3 -0.5 0.1
C -0.639 -4.513 -0.558 2.0 -0.4 0.8
O -1.993 -4.307 -0.679 -1.6 0.3 -0.4
H -0.535 -5.514 1.403 0.0 -0.4 -0.3
H -0.774 -3.870 1.566 0.1 0.6 -0.4
H 0.834 -4.487 1.186 0.1 0.2 -0.4
H -0.386 -5.432 -1.086 0.0 -0.3 0.3
H -0.095 -3.744 -1.107 0.2 0.3 0.2
H -2.087 -3.353 -0.643 -0.3 0.4 0.1
C -1.642 1.728 3.095 0.7 -0.2 0.3
C -0.251 2.313 3.490 -1.2 -1.8 0.5
O -0.290 3.688 3.230 0.6 0.3 -0.2
H -1.771 0.654 3.230 0.4 -0.1 0.4
H -1.862 1.882 2.039 0.0 0.5 0.1
H -2.390 2.219 3.717 -0.2 0.1 -0.2
H 0.558 1.731 3.049 0.1 0.8 -0.9
H -0.012 2.166 4.544 -0.5 -0.1 0.4
H -1.167 3.953 3.517 -0.1 0.4 -0.1
C 3.013 -2.717 -0.776 0.9 -0.6 0.5
C 4.177 -2.030 -0.052 -0.6 -0.1 0.2
O 3.758 -1.644 1.239 -0.7 0.4 0.0
H 3.438 -3.628 -1.199 -0.4 0.1 -0.7
H 2.555 -2.044 -1.500 0.0 -0.3 -0.1
H 2.262 -3.074 -0.072 0.0 0.3 0.1
H 4.459 -1.166 -0.655 0.3 0.3 0.1
H 5.073 -2.621 0.139 0.0 -0.5 -0.8
H 4.371 -0.933 1.438 0.2 0.2 0.5
C -2.682 -1.745 -3.103 0.5 -0.2 -0.9
C -2.905 -0.275 -3.463 -0.1 -1.1 1.0
O -3.057 0.429 -2.230 0.6 0.7 -0.6
H -2.492 -2.328 -4.005 0.0 -0.1 -0.2
H -3.558 -2.208 -2.648 0.0 0.2 0.2
H -1.798 -1.883 -2.482 -0.1 0.1 0.2
H -3.791 -0.250 -4.097 -0.2 0.5 0.0
H -2.072 0.153 -4.021 0.0 0.0 0.2
H -3.847 0.092 -1.801 -0.5 -0.1 0.2
C -6.312 -6.350 -2.828 2.3 0.4 0.4
C -4.836 -5.788 -2.564 -0.5 0.5 -0.4
O -4.770 -5.346 -1.242 -1.3 0.0 1.8
H -6.503 -6.668 -3.853 0.3 0.1 -0.1
H -7.020 -5.562 -2.571 0.0 -0.2 0.2
H -6.370 -7.229 -2.186 -0.5 0.2 0.1
H -4.593 -4.891 -3.134 -0.3 -0.2 -1.0
H -4.008 -6.488 -2.676 -0.4 -0.6 -0.7
H -3.908 -5.021 -0.973 0.5 -0.1 -0.4
C -3.510 -4.794 2.303 0.6 -0.8 1.1
C -2.930 -4.194 3.639 -2.8 -0.4 -1.6
O -3.895 -3.218 4.128 1.1 -0.6 -0.7
H -4.373 -5.413 2.551 -0.3 0.3 0.0
H -2.778 -5.544 2.006 0.2 0.1 -0.4
H -3.755 -4.188 1.431 0.3 0.4 0.4
H -1.908 -3.864 3.453 -0.1 0.5 0.5
H -3.008 -5.061 4.294 0.8 0.1 0.4
H -3.490 -2.763 4.869 0.1 0.4 0.3
C 5.718 4.302 -1.003 0.8 -0.4 0.4
C 4.872 4.354 -2.299 2.3 1.2 2.1
O 5.071 5.719 -2.823 -1.5 -1.5 0.0
H 5.507 5.098 -0.289 -0.6 0.1 -0.2
H 6.797 4.406 -1.124 0.2 0.1 -0.7
H 5.643 3.358 -0.463 -0.4 -0.2 -0.1
H 3.906 4.115 -1.853 -0.7 0.7 -1.2
H 5.221 3.569 -2.970 -0.3 0.2 -0.3
H 6.015 5.890 -2.844 0.1 -0.2 0.1
```
Forces are in eV/Å.

Its HOMO-LUMO gap is 9.77 eV. As for the net charge: 0.

Calculated highest occupied orbital energy, -12.1; -5.9; -8.8; -1.5; -9.4 eV (same order as the records).
Calculated relative energy (zero: lowest compared OMol25 entry of this formula, charge and spin), 118.3; 2.1; 168.2; 0.0; 817.5 kJ/mol (same order as the records).